Entry 1:
Molecular formula: C27H30N2O7
Method: DFT, ωB97M-V/def2-TZVPD

CARTESIAN COORDINATES (ANGSTROEM)
C1 -3.1110 -3.7497 1.5600
C2 -3.1223 -2.3284 1.0189
O1 -1.9785 -2.0814 0.1950
C3 -0.8656 -1.6691 0.7874
O2 -0.7449 -1.4846 1.9723
C4 0.2759 -1.4235 -0.2180
C5 0.4090 -2.6149 -1.1729
C6 0.6951 -3.9231 -0.4443
N1 1.5166 -1.1474 0.4780
C7 1.5585 0.2486 0.9027
C8 2.9455 0.8275 0.7655
C9 3.2993 1.9670 1.4687
C10 4.5585 2.5052 1.3016
C11 5.4967 1.9369 0.4428
O3 6.6841 2.6052 0.4045
C12 7.7825 2.1194 -0.3326
C13 5.1361 0.7821 -0.2767
O4 6.0570 0.2243 -1.1326
C14 5.7090 -0.9488 -1.8226
C15 3.8638 0.2551 -0.1012
C16 0.5577 0.9631 -0.0368
C17 -0.6697 1.4754 0.6894
O5 -0.7024 2.1735 1.6629
N2 -1.7874 1.0184 -0.0052
C18 -3.1215 1.3001 0.3878
C19 -3.4652 1.2338 1.7338
C20 -4.7731 1.4818 2.1129
C21 -5.7295 1.7743 1.1602
C22 -5.3904 1.8358 -0.1915
C23 -6.4721 2.1437 -1.1686
C24 -6.0916 2.1662 -2.6264
O6 -7.6044 2.3595 -0.8000
C25 -4.0714 1.6075 -0.5741
C26 -1.4680 0.2098 -1.0885
O7 -2.2362 -0.1682 -1.9300
C27 0.0080 -0.0966 -0.9800
H1 -4.0229 -3.9301 2.1214
H2 -2.2588 -3.8913 2.2210
H3 -3.0503 -4.4634 0.7419
H4 -3.1308 -1.6059 1.8412
H5 -3.9797 -2.1565 0.3653
H6 -0.5192 -2.6977 -1.7402
H7 1.2252 -2.4032 -1.8659
H8 -0.0900 -4.1485 0.2735
H9 1.6436 -3.8673 0.0837
H10 0.7478 -4.7407 -1.1590
H11 1.6446 -1.7687 1.2682
H12 1.2232 0.3807 1.9415
H13 2.5938 2.4308 2.1406
H14 4.8585 3.3901 1.8397
H15 8.5893 2.8253 -0.1344
H16 7.5748 2.0965 -1.4043
H17 8.0829 1.1229 -0.0021
H18 6.5907 -1.2134 -2.4051
H19 5.4699 -1.7669 -1.1357
H20 4.8653 -0.7842 -2.5008
H21 3.5564 -0.6299 -0.6322
H22 1.0350 1.8002 -0.5504
H23 -2.7137 0.9992 2.4709
H24 -5.0429 1.4379 3.1569
H25 -6.7558 1.9606 1.4385
H26 -5.6535 1.2141 -2.9170
H27 -5.3629 2.9536 -2.8073
H28 -6.9787 2.3561 -3.2253
H29 -3.7747 1.6535 -1.6078
H30 0.4846 -0.1322 -1.9592

The value obtained for the largest force on an atom is 0.012 Eh/bohr. Its energy above the lowest of the compared OMol25 structures with the same formula, charge and spin is 0.082 eV. For the energy, the calculation gives -45799.6735 eV. Its lowest unoccupied orbital energy is 0.22 eV. Its structure (SMILES) is CCOC(=O)[C@]1(CC)N[C@@H](c2ccc(OC)c(OC)c2)[C@@H]2C(=O)N(c3cccc(C(C)=O)c3)C(=O)[C@@H]21. Its multiplicity is 1. The HOMO energy is -8.0 eV.

Löwdin population analysis, charges in e, atoms 1 to 6: -0.052 -0.193 0.001 -0.447 0.146 -0.332

=====

Entry 2:
Molecular formula: C70H69N9O2PtS3Te
Method: DFT, ωB97M-V/def2-TZVPD

CARTESIAN COORDINATES (ANGSTROEM)
Pt1 -0.2260 -2.0345 0.2494
N1 -1.5900 -0.6305 0.8751
S1 -1.9778 0.5091 1.6885
N2 -2.3071 1.8923 0.8314
S2 -3.1311 1.7566 -0.4855
N3 -2.8737 0.5340 -1.4028
S3 -1.4809 -0.0073 -2.1220
N4 -0.5531 -0.9826 -1.5390
C1 -0.6214 1.5154 -2.5526
C2 0.2947 2.0092 -1.6347
C3 0.8831 3.2412 -1.8615
C4 0.5651 3.9621 -3.0048
C5 -0.3225 3.4438 -3.9370
C6 -0.9268 2.2167 -3.7114
C7 -2.1875 -0.5084 -3.7047
C8 -1.3340 -1.0635 -4.6431
C9 -1.8218 -1.3645 -5.9055
C10 -3.1475 -1.1076 -6.2241
C11 -3.9988 -0.5581 -5.2757
C12 -3.5174 -0.2530 -4.0123
C13 -4.8518 1.6475 -0.0999
C14 -5.2870 2.3561 1.0166
C15 -6.6095 2.2686 1.4031
C16 -7.4999 1.4958 0.6658
C17 -7.0633 0.8213 -0.4661
C18 -5.7384 0.8935 -0.8558
C19 -2.9819 3.3420 -1.2512
C20 -2.3634 4.3836 -0.5689
C21 -2.4226 5.6615 -1.0953
C22 -3.0990 5.8946 -2.2854
C23 -3.7227 4.8470 -2.9529
C24 -3.6738 3.5674 -2.4373
C25 -0.8006 1.1743 2.8628
C26 0.4854 0.5154 2.8118
C27 1.3387 0.3884 3.8376
C28 1.1075 0.7363 5.2400
C29 -0.2407 2.8800 4.5830
C30 -1.1638 2.2198 3.6115
C31 -3.5141 0.0559 2.5425
C32 -4.3304 -0.7888 1.7984
C33 -5.4872 -1.2951 2.3644
C34 -5.8074 -0.9871 3.6824
C35 -4.9749 -0.1674 4.4266
C36 -3.8237 0.3644 3.8571
H1 0.5078 1.4313 -0.7417
H2 1.5817 3.6516 -1.1446
H3 0.9950 4.9422 -3.1627
H4 -0.5597 4.0006 -4.8337
H5 -1.6319 1.8120 -4.4234
H6 -0.3047 -1.2701 -4.3838
H7 -1.1555 -1.7912 -6.6426
H8 -3.5204 -1.3340 -7.2140
H9 -5.0319 -0.3523 -5.5221
H10 -4.1511 0.1929 -3.2638
H11 -4.5678 2.9454 1.5701
H12 -6.9491 2.8032 2.2793
H13 -8.5334 1.4194 0.9739
H14 -7.7557 0.2278 -1.0473
H15 -5.3776 0.3396 -1.7102
H16 -1.8572 4.1636 0.3602
H17 -1.9486 6.4812 -0.5730
H18 -3.1462 6.8957 -2.6909
H19 -4.2578 5.0375 -3.8731
H20 -4.1722 2.7416 -2.9314
H21 0.7392 0.0698 1.8535
H22 2.2942 -0.0842 3.6450
H23 1.9243 0.4908 5.9076
H24 -0.7672 3.7079 5.0550
H25 -2.1700 2.6108 3.5192
H26 -4.0315 -1.0492 0.7914
H27 -6.1309 -1.9428 1.7847
H28 -6.7020 -1.3963 4.1326
H29 -5.2064 0.0455 5.4617
H30 -3.1754 0.9995 4.4454
C37 -0.7079 -4.1155 -2.7907
C38 0.5893 -3.3456 -2.7716
O1 1.0648 -2.8182 -3.8300
N5 1.2284 -3.2032 -1.6394
Te1 2.4462 -0.9634 -2.5314
C39 3.8704 0.1234 -3.7484
C40 5.0855 0.5652 -3.2113
C41 5.3772 0.4963 -1.7370
C42 6.0384 1.1172 -4.0623
C43 5.8098 1.2664 -5.4218
C44 6.8706 1.8206 -6.3300
C45 4.5647 0.8977 -5.9222
C46 3.5979 0.3318 -5.1067
C47 2.2592 -0.0643 -5.6732
C48 3.9486 -2.3596 -1.9479
C49 4.5424 -3.1950 -2.8983
C50 4.2886 -3.0468 -4.3720
C51 5.3721 -4.2193 -2.4507
C52 5.6181 -4.4352 -1.1048
C53 6.4750 -5.5820 -0.6481
C54 5.0347 -3.5740 -0.1824
C55 4.1953 -2.5446 -0.5809
C56 3.5738 -1.6535 0.4570
H31 -1.1705 -4.0723 -3.7745
H32 -1.3680 -3.6736 -2.0400
H33 -0.5225 -5.1522 -2.5119
H34 4.4535 0.6413 -1.1756
H35 6.0849 1.2721 -1.4462
H36 5.8038 -0.4705 -1.4654
H37 6.9861 1.4418 -3.6465
H38 7.7425 2.1347 -5.7594
H39 6.4917 2.6755 -6.8911
H40 7.1837 1.0642 -7.0513
H41 4.3510 1.0430 -6.9757
H42 2.1755 0.2290 -6.7189
H43 1.4594 0.4259 -5.1104
H44 2.1151 -1.1457 -5.6044
H45 3.2146 -3.0346 -4.5614
H46 4.7309 -3.8763 -4.9213
H47 4.7204 -2.1175 -4.7459
H48 5.8187 -4.8810 -3.1839
H49 6.7687 -6.2046 -1.4910
H50 5.9358 -6.2041 0.0671
H51 7.3790 -5.2181 -0.1574
H52 5.2320 -3.7172 0.8746
H53 3.8600 -1.9761 1.4581
H54 2.4798 -1.6723 0.3873
H55 3.9000 -0.6189 0.3334
C57 1.1314 4.0342 6.9092
C58 0.7223 2.5884 6.9368
C59 0.7335 1.8783 8.0818
C60 0.1409 0.5726 8.2158
C61 -0.4343 -0.0447 7.1634
N6 -1.2369 -1.1884 7.3574
C62 -2.2109 -1.7711 6.5613
O2 -3.2636 -2.1284 7.0518
N7 -2.0158 -1.9330 5.1993
C63 -0.8907 -2.2879 4.4399
C64 0.3670 -2.5455 4.9760
C65 1.3443 -3.0022 4.1062
C66 1.0949 -3.0789 2.7509
N8 -0.0878 -2.7489 2.2163
C67 -1.0717 -2.4311 3.0690
C68 -0.2857 0.5305 5.8285
C69 0.2873 1.9389 5.6841
H56 1.6950 4.2753 7.8080
H57 0.2520 4.6823 6.8800
H58 1.7478 4.2709 6.0405
H59 1.1092 2.3409 8.9862
H60 0.0680 0.1509 9.2110
H61 -1.4793 -1.3240 8.3287
H62 -2.8945 -2.1822 4.7665
H63 0.5578 -2.4438 6.0344
H64 2.3070 -3.3022 4.4956
H65 1.8401 -3.4545 2.0689
H66 -2.0560 -2.2989 2.6421
H67 -1.0212 0.2241 5.1044
H68 0.6280 3.2805 4.0484
N9 1.1745 -4.6496 0.2716
C70 0.8552 -3.6346 -0.4025
H69 1.7835 -5.3445 -0.1557

The value obtained for the largest force on an atom is 0.044 Eh/bohr. Its energy above the lowest of the compared OMol25 structures with the same formula, charge and spin is 3.144 eV. For the energy, the calculation gives -134246.9371 eV. Its lowest unoccupied orbital energy (spin up / spin down) is -2.53 / -2.91 eV. Its net charge is +1. Its multiplicity is 2. The HOMO energy (spin up / spin down) is -8.8 / -8.7 eV.

Löwdin population analysis, charges in e, atoms 1 to 6: 0.974 -0.439 0.778 -0.350 0.883 -0.367

=====

> Which formula does entry 2 have?

C70H69N9O2PtS3Te

=====

> Which formula does entry 1 have?

C27H30N2O7